A molecular structure, C38H66F9N3O3S3Si2 in a non-equilibrium geometry, computed with ωB97M-V/def2-TZVPD.

Structure (XYZ):
```
124
Properties=species:S:1:pos:R:3:forces:R:3
C -1.780 7.473 -2.256 0.1 -0.4 -0.3
C -1.671 5.933 -2.288 -0.4 0.7 0.4
O -1.998 5.415 -0.975 0.4 -1.0 -0.6
Si -1.399 3.859 -0.836 -0.8 0.6 0.5
C -2.009 3.098 0.783 -0.2 0.3 -0.8
C -3.281 3.837 1.287 0.0 -1.1 0.6
C -4.092 2.971 2.283 1.0 0.5 -0.1
O -4.966 3.810 3.030 -0.1 -0.4 0.1
C -4.629 3.842 4.399 0.1 -0.1 0.4
O -1.894 2.988 -2.190 0.9 -0.7 1.1
Si -1.069 1.517 -2.377 0.0 1.0 -1.1
C 0.635 1.897 -3.107 0.1 -0.6 -0.2
C 1.641 0.745 -2.776 0.0 0.3 0.7
C 2.727 1.126 -1.731 0.1 0.2 -1.1
S 2.049 1.358 -0.055 -0.2 -0.6 0.3
C 3.066 0.183 0.887 0.0 0.2 -0.8
S 4.681 0.302 0.748 0.1 -0.3 -0.1
N 2.363 -0.775 1.640 1.0 1.2 1.0
C 3.237 -1.700 2.350 0.5 -0.5 0.4
C 3.949 -1.299 3.474 -0.6 1.3 -0.3
C 4.762 -2.148 4.175 0.4 0.1 0.6
C 4.872 -3.472 3.783 0.1 -0.2 0.0
C 4.173 -3.885 2.668 0.3 -0.7 0.3
C 3.368 -3.009 1.965 -0.7 -0.5 -1.2
C 1.475 -0.187 2.627 -0.9 -0.3 -0.3
C 0.508 -1.021 3.159 -0.4 -1.1 -0.2
C -0.371 -0.610 4.136 0.1 0.1 -0.1
C -0.280 0.699 4.589 -0.8 -0.4 0.4
C 0.662 1.548 4.057 -0.3 0.6 0.6
C 1.551 1.112 3.094 0.7 0.4 -0.6
C -2.130 0.445 -3.539 0.5 -0.1 1.3
C -2.888 -0.628 -2.676 0.5 0.9 -0.6
C -4.348 -0.866 -3.099 1.2 -1.3 -0.2
F -4.463 -2.236 -3.269 -0.4 0.2 0.3
F -4.642 -0.372 -4.320 -0.3 0.5 0.5
C -5.424 -0.531 -2.035 -0.3 -1.1 0.0
F -5.164 -1.295 -0.954 0.6 0.6 -0.2
F -6.624 -0.934 -2.466 0.2 0.4 -0.2
S -5.551 1.245 -1.446 -2.2 0.8 1.0
F -4.333 1.067 -0.440 0.3 -0.1 -0.7
F -4.640 1.809 -2.605 0.2 -0.3 0.2
F -6.854 1.471 -2.347 0.6 0.1 -0.1
F -6.537 0.743 -0.275 0.4 0.0 -0.3
F -5.726 2.722 -0.899 0.2 -0.2 -0.2
H -1.858 7.792 -1.211 0.1 0.0 -0.3
H -0.902 7.926 -2.732 -0.2 0.0 0.2
H -2.664 7.818 -2.807 0.1 -0.1 0.2
H -2.394 5.518 -3.003 0.4 0.0 0.0
H -0.650 5.613 -2.558 -0.3 0.1 -0.1
H 0.076 3.995 -0.801 0.1 -0.2 -0.3
H -2.192 2.028 0.593 0.0 0.2 0.1
H -1.177 3.152 1.498 -0.3 0.0 0.0
H -3.963 4.104 0.472 0.4 0.4 0.1
H -2.936 4.704 1.864 -0.4 0.1 -0.5
H -3.352 2.495 2.946 -0.2 0.0 0.1
H -4.633 2.157 1.780 -0.1 0.4 0.1
H -5.433 4.300 4.989 0.0 0.0 -0.4
H -4.491 2.813 4.773 0.0 0.3 0.0
H -3.712 4.428 4.596 -0.1 -0.2 -0.2
H -0.847 0.829 -1.086 -0.2 0.0 0.1
H 1.021 2.884 -2.821 -0.1 -0.3 0.1
H 0.503 1.928 -4.201 0.0 0.1 0.2
H 2.170 0.426 -3.683 -0.2 0.0 0.2
H 1.092 -0.110 -2.343 0.2 0.0 -0.4
H 3.195 2.059 -2.076 -0.1 -0.1 0.3
H 3.530 0.379 -1.732 -0.3 0.1 0.3
H 3.834 -0.254 3.763 0.2 -0.3 0.2
H 5.300 -1.752 5.035 -0.1 -0.2 -0.1
H 5.480 -4.198 4.318 0.0 0.3 0.0
H 4.268 -4.934 2.394 -0.2 0.3 -0.2
H 2.834 -3.383 1.090 0.1 0.2 0.2
H 0.429 -2.050 2.802 0.2 0.3 0.0
H -1.114 -1.319 4.496 0.1 0.3 0.1
H -0.988 1.041 5.342 0.2 0.1 -0.1
H 0.658 2.566 4.445 0.4 -0.1 -0.3
H 2.312 1.785 2.695 -0.2 -0.1 0.2
H -2.792 1.147 -4.053 0.2 -0.3 -0.2
H -1.447 -0.085 -4.213 -0.4 0.3 -0.3
H -2.338 -1.564 -2.814 -0.5 0.0 0.1
H -2.783 -0.374 -1.615 -0.5 -0.2 -0.1
C -7.146 -7.539 1.869 0.0 -0.1 -0.1
C -7.271 -6.116 1.344 0.0 -0.2 0.0
N -5.998 -5.431 1.219 0.2 0.2 0.1
C -6.132 -4.001 0.994 -0.1 0.2 0.1
C -6.791 -3.537 -0.308 -0.1 0.0 0.0
C -4.993 -6.101 0.411 0.1 -0.3 0.0
C -5.342 -6.425 -1.047 0.1 0.0 -0.1
H -6.604 -7.562 2.816 0.0 0.0 0.0
H -8.139 -7.958 2.040 0.0 0.0 0.0
H -6.636 -8.193 1.160 0.0 0.0 0.0
H -7.891 -5.560 2.054 0.1 0.2 -0.1
H -7.826 -6.136 0.394 -0.1 0.0 0.0
H -5.145 -3.535 1.075 0.1 -0.1 0.0
H -6.706 -3.586 1.829 0.0 -0.1 0.0
H -6.126 -3.654 -1.162 -0.1 -0.1 0.0
H -7.032 -2.477 -0.237 -0.1 0.0 0.1
H -7.722 -4.067 -0.515 0.0 -0.1 0.0
H -4.726 -7.038 0.910 -0.1 0.0 0.0
H -4.072 -5.513 0.433 -0.1 0.2 0.1
H -6.342 -6.849 -1.151 0.0 0.0 0.0
H -4.636 -7.162 -1.437 0.0 0.0 0.0
H -5.270 -5.547 -1.688 -0.1 0.0 0.0
C 7.804 -0.886 -1.628 0.0 -0.1 0.0
C 8.299 0.476 -2.091 0.0 -0.2 0.0
N 8.864 1.279 -1.023 0.0 0.2 0.1
C 9.073 2.668 -1.395 -0.1 0.2 -0.1
C 10.094 2.971 -2.498 0.1 0.1 0.0
C 9.940 0.662 -0.265 0.0 -0.3 0.1
C 11.187 0.202 -1.031 0.1 0.0 0.1
H 7.093 -0.787 -0.806 0.0 0.0 0.0
H 7.298 -1.395 -2.451 0.0 0.0 0.0
H 8.623 -1.531 -1.303 0.0 0.0 0.0
H 7.441 1.011 -2.507 0.1 0.2 0.0
H 9.009 0.332 -2.921 0.0 0.0 -0.1
H 9.340 3.238 -0.501 0.0 -0.1 0.1
H 8.107 3.076 -1.709 0.0 -0.1 0.0
H 11.118 2.866 -2.142 0.0 -0.1 0.0
H 9.979 4.006 -2.829 0.0 0.0 0.0
H 9.961 2.334 -3.373 0.0 0.0 0.0
H 9.530 -0.204 0.262 -0.1 0.0 -0.1
H 10.245 1.342 0.534 -0.1 0.1 -0.1
H 10.938 -0.329 -1.951 0.0 0.0 0.0
H 11.766 -0.483 -0.408 0.0 0.0 0.0
H 11.842 1.036 -1.280 0.0 0.0 -0.1
```
Positions in Å, forces in eV/Å.

The energy comes out at -123808.049 eV. The charge is 0.